# 1
This record from the Open Molecules 2025 dataset describes 11 unconnected molecules or ions with the total composition C21H64N2O11 in a non-equilibrium geometry. The level of theory is ωB97M-V/def2-TZVPD.

Last columns: bonded neighbours and bond lengths (Å).
Element x y z (Å)
1 N -0.77 -0.58 2.43  C2 1.313, H5 1.065, H6 1.033
2 C -0.94 -1.46 3.39  N1 1.313, N3 1.307, O4 1.333
3 N -2.20 -1.57 3.74  C2 1.307, H7 1.017, H8 1.024
4 O 0.05 -2.14 3.97  C2 1.333
5 H 0.14 -0.36 1.93  N1 1.065
6 H -1.55 -0.25 1.84  N1 1.033
7 H -2.29 -2.10 4.60  N3 1.017
8 H -3.00 -1.24 3.20  N3 1.024
9 C -3.61 2.70 -4.43  C10 1.508, H13 1.094, H14 1.092, H15 1.087
10 C -2.49 2.95 -3.46  C9 1.508, C11 1.470, O12 1.287, H16 1.094
11 C -1.46 1.90 -3.53  C10 1.470, H17 1.103, H18 1.107, H19 1.125
12 O -1.92 4.08 -3.68  C10 1.287, H20 1.013
13 H -3.35 1.84 -5.06  C9 1.094
14 H -3.86 3.59 -5.00  C9 1.092
15 H -4.53 2.38 -3.93  C9 1.087
16 H -2.85 3.09 -2.44  C10 1.094
17 H -1.12 1.77 -4.57  C11 1.103
18 H -1.94 0.94 -3.29  C11 1.107
19 H -0.57 2.07 -2.86  C11 1.125
20 H -0.93 3.93 -3.48  O12 1.013
21 C -1.70 2.87 0.00  C22 1.497, H25 1.148, H26 1.068, H27 1.080
22 C -0.66 3.86 -0.40  C21 1.497, C23 1.534, O24 1.283, H28 1.049
23 C -0.52 5.03 0.59  C22 1.534, H29 1.104, H30 1.156, H31 1.087
24 O 0.49 3.31 -0.53  C22 1.283, H32 0.950
25 H -2.77 3.28 0.01  C21 1.148
26 H -1.49 2.30 0.88  C21 1.068
27 H -1.73 2.16 -0.81  C21 1.080
28 H -0.82 4.32 -1.33  C22 1.049
29 H -0.14 4.73 1.58  C23 1.104
30 H -1.53 5.54 0.83  C23 1.156
31 H 0.17 5.78 0.22  C23 1.087
32 H 0.95 3.79 -1.21  O24 0.950
33 C 2.82 -1.51 2.04  C34 1.505, H37 1.113, H38 1.078, H39 1.136
34 C 2.54 -2.98 2.07  C33 1.505, C35 1.556, O36 1.275, H40 1.046
35 C 1.40 -3.49 1.13  C34 1.556, H41 1.100, H42 1.112, H43 1.143
36 O 3.56 -3.68 1.74  C34 1.275, H44 0.949
37 H 3.71 -1.44 2.70  C33 1.113
38 H 2.02 -0.90 2.44  C33 1.078
39 H 3.06 -1.05 1.03  C33 1.136
40 H 2.37 -3.09 3.09  C34 1.046
41 H 1.64 -3.19 0.10  C35 1.100
42 H 0.48 -2.96 1.45  C35 1.112
43 H 1.10 -4.59 1.17  C35 1.143
44 H 4.09 -3.67 2.52  O36 0.949
45 C 2.77 3.86 1.77  C46 1.485, H49 1.090, H50 1.093, H51 1.079
46 C 1.94 2.98 2.63  C45 1.485, C47 1.505, O48 1.260, H52 1.076
47 C 2.51 1.63 2.96  C46 1.505, H53 1.089, H54 1.085, H55 1.068
48 O 1.59 3.51 3.72  C46 1.260, H56 0.959
49 H 3.75 3.99 2.23  C45 1.090
50 H 2.35 4.85 1.60  C45 1.093
51 H 2.91 3.22 0.91  C45 1.079
52 H 1.03 2.78 2.09  C46 1.076
53 H 3.40 1.77 3.57  C47 1.089
54 H 2.82 1.06 2.09  C47 1.085
55 H 1.85 1.08 3.59  C47 1.068
56 H 2.40 3.90 4.03  O48 0.959
57 C -1.10 -6.16 2.32  C58 1.540, H61 1.135, H62 1.033, H63 1.129
58 C -1.53 -4.71 2.60  C57 1.540, C59 1.516, O60 1.208, H64 1.162
59 C -1.88 -4.09 1.26  C58 1.516, H65 1.112, H66 1.066, H67 1.068
60 O -2.51 -4.48 3.28  C58 1.208, H68 0.972
61 H -0.39 -6.33 1.45  C57 1.135
62 H -1.99 -6.66 2.14  C57 1.033
63 H -0.70 -6.63 3.26  C57 1.129
64 H -0.65 -4.20 3.16  C58 1.162
65 H -2.75 -4.57 0.76  C59 1.112
66 H -1.04 -4.27 0.63  C59 1.066
67 H -2.03 -3.04 1.33  C59 1.068
68 H -2.39 -3.60 3.67  O60 0.972
69 C 0.08 -3.12 -2.10  O70 1.399, H71 1.092, H72 1.150, H73 1.050
70 O -0.67 -2.08 -2.65  C69 1.399, H74 0.945
71 H 1.01 -2.65 -1.79  C69 1.092
72 H 0.37 -3.97 -2.81  C69 1.150
73 H -0.36 -3.52 -1.23  C69 1.050
74 H -0.36 -1.85 -3.52  O70 0.945
75 C 0.36 -0.38 -0.48  O76 1.414, H77 1.070, H78 1.067, H79 1.112
76 O 0.62 0.62 0.48  C75 1.414, H80 0.947
77 H -0.22 0.10 -1.24  C75 1.070
78 H -0.17 -1.23 -0.11  C75 1.067
79 H 1.28 -0.77 -0.95  C75 1.112
80 H 0.81 1.42 0.01  O76 0.947
81 C 1.14 -0.22 -4.48  O82 1.439, H83 1.089, H84 1.049, H85 1.095
82 O 1.92 -1.40 -4.26  C81 1.439, H86 0.979
83 H 1.76 0.60 -4.85  C81 1.089
84 H 0.63 0.05 -3.61  C81 1.049
85 H 0.43 -0.50 -5.27  C81 1.095
86 H 2.60 -1.27 -3.57  O82 0.979
87 C -3.16 -0.56 -0.69  O88 1.397, H89 1.120, H90 1.093, H91 1.070
88 O -3.05 0.08 0.55  C87 1.397, H92 1.001
89 H -2.86 -1.64 -0.59  C87 1.120
90 H -2.49 -0.07 -1.40  C87 1.093
91 H -4.13 -0.38 -1.09  C87 1.070
92 H -3.28 1.03 0.34  O88 1.001
93 C 2.72 1.75 -1.85  O94 1.425, H95 1.119, H96 1.103, H97 1.106
94 O 3.76 1.76 -2.82  C93 1.425, H98 0.937
95 H 2.87 1.13 -0.93  C93 1.119
96 H 1.73 1.58 -2.32  C93 1.103
97 H 2.56 2.73 -1.38  C93 1.106
98 H 3.88 0.87 -3.09  O94 0.937

LUMO energy: 0.0 eV
Energy above the lowest of the compared OMol25 structures with the same formula, charge and spin: 6.547 eV
SMILES: NC(N)=O.CC(C)O.CC(C)O.CC(C)O.CC(C)O.CC(C)O.CO.CO.CO.CO.CO
Strongest force on any atom: 14.0 eV/Å
HOMO: -8.8247 eV

=====

# 2
This record from the Open Molecules 2025 dataset describes 9 unconnected molecules or ions with the total composition C21H64N4O9 in a non-equilibrium geometry. The level of theory is ωB97M-V/def2-TZVPD.

Last columns: bonded neighbours and bond lengths (Å).
Element x y z (Å)
1 C 1.58 -2.55 -1.58  O2 1.406, H7 1.098, H8 1.098, H9 1.086
2 O 1.67 -2.01 -2.88  C1 1.406, C3 1.413
3 C 1.20 -0.70 -3.15  O2 1.413, C4 1.518, H10 1.095, H11 1.094
4 C 0.38 -0.81 -4.42  C3 1.518, C5 1.528, N6 1.464, H12 1.096
5 C -0.14 0.54 -4.90  C4 1.528, H13 1.095, H14 1.090, H15 1.092
6 N -0.81 -1.64 -4.16  C4 1.464, H16 1.020, H17 1.019
7 H 0.57 -2.94 -1.41  C1 1.098
8 H 1.69 -1.77 -0.82  C1 1.098
9 H 2.35 -3.31 -1.46  C1 1.086
10 H 0.62 -0.33 -2.30  C3 1.095
11 H 1.99 0.03 -3.36  C3 1.094
12 H 1.03 -1.31 -5.14  C4 1.096
13 H 0.65 1.26 -5.16  C5 1.095
14 H -0.76 1.04 -4.15  C5 1.090
15 H -0.71 0.46 -5.82  C5 1.092
16 H -0.53 -2.57 -3.85  N6 1.020
17 H -1.28 -1.85 -5.03  N6 1.019
18 C 1.50 0.52 2.43  O19 1.403, H24 1.100, H25 1.097, H26 1.086
19 O 0.31 0.20 1.76  C18 1.403, C20 1.404
20 C 0.03 -1.17 1.74  O19 1.404, C21 1.549, H27 1.094, H28 1.098
21 C -1.45 -1.38 1.34  C20 1.549, C22 1.518, N23 1.515, H29 1.087
22 C -1.69 -0.89 -0.08  C21 1.518, H30 1.087, H31 1.090, H32 1.102
23 N -2.27 -0.53 2.28  C21 1.515, H33 1.027, H34 1.022
24 H 2.38 0.11 1.91  C18 1.100
25 H 1.57 0.03 3.41  C18 1.097
26 H 1.62 1.60 2.50  C18 1.086
27 H 0.69 -1.72 1.06  C20 1.094
28 H 0.17 -1.58 2.75  C20 1.098
29 H -1.70 -2.43 1.49  C21 1.087
30 H -1.23 0.08 -0.24  C22 1.087
31 H -2.74 -0.96 -0.34  C22 1.090
32 H -1.25 -1.64 -0.75  C22 1.102
33 H -1.60 0.24 2.40  N23 1.027
34 H -2.95 -0.03 1.71  N23 1.022
35 C 0.62 4.38 -4.12  O36 1.400, H41 1.095, H42 1.093, H43 1.101
36 O -0.16 3.77 -3.12  C35 1.400, C37 1.421
37 C 0.11 4.20 -1.80  O36 1.421, C38 1.549, H44 1.098, H45 1.092
38 C 1.49 3.77 -1.23  C37 1.549, C39 1.508, N40 1.472, H46 1.095
39 C 1.78 2.30 -1.33  C38 1.508, H47 1.087, H48 1.097, H49 1.089
40 N 1.59 4.21 0.18  C38 1.472, H50 1.015, H51 1.012
41 H 0.40 5.45 -4.26  C35 1.095
42 H 0.46 3.82 -5.04  C35 1.093
43 H 1.69 4.22 -3.93  C35 1.101
44 H 0.03 5.30 -1.82  C37 1.098
45 H -0.68 3.75 -1.20  C37 1.092
46 H 2.25 4.39 -1.71  C38 1.095
47 H 1.88 1.99 -2.37  C39 1.087
48 H 0.90 1.76 -0.93  C39 1.097
49 H 2.63 1.99 -0.72  C39 1.089
50 H 1.14 3.50 0.75  N40 1.015
51 H 1.15 5.11 0.31  N40 1.012
52 C 6.57 -1.13 3.98  O53 1.409, H58 1.095, H59 1.092, H60 1.086
53 O 6.64 0.00 3.14  C52 1.409, C54 1.417
54 C 5.51 0.85 3.22  O53 1.417, C55 1.543, H61 1.098, H62 1.095
55 C 5.87 2.19 2.55  C54 1.543, C56 1.538, N57 1.460, H63 1.096
56 C 4.60 2.96 2.18  C55 1.538, H64 1.087, H65 1.092, H66 1.095
57 N 6.73 2.06 1.38  C55 1.460, H67 1.020, H68 1.019
58 H 5.54 -1.51 4.03  C52 1.095
59 H 6.85 -0.93 5.02  C52 1.092
60 H 7.21 -1.88 3.54  C52 1.086
61 H 4.69 0.31 2.72  C54 1.098
62 H 5.23 1.06 4.26  C54 1.095
63 H 6.44 2.80 3.27  C55 1.096
64 H 4.77 3.94 1.73  C56 1.087
65 H 3.95 3.07 3.05  C56 1.092
66 H 4.05 2.37 1.43  C56 1.095
67 H 7.34 1.27 1.56  N57 1.020
68 H 6.15 1.79 0.58  N57 1.019
69 C -0.64 -5.44 1.30  O70 1.418, H71 1.089, H72 1.092, H73 1.093
70 O -1.33 -4.53 0.46  C69 1.418, H74 0.958
71 H -0.41 -4.90 2.21  C69 1.089
72 H -1.27 -6.30 1.54  C69 1.092
73 H 0.28 -5.81 0.84  C69 1.093
74 H -1.97 -4.94 -0.12  O70 0.958
75 C -4.32 -0.94 -3.15  O76 1.436, H77 1.090, H78 1.094, H79 1.100
76 O -3.21 -0.04 -3.31  C75 1.436, H80 0.978
77 H -5.17 -0.38 -3.53  C75 1.090
78 H -4.15 -1.91 -3.64  C75 1.094
79 H -4.43 -1.18 -2.08  C75 1.100
80 H -2.43 -0.63 -3.38  O76 0.978
81 C -3.83 -2.33 4.57  O82 1.410, H83 1.096, H84 1.096, H85 1.092
82 O -4.63 -1.42 3.85  C81 1.410, H86 0.975
83 H -2.95 -1.89 5.06  C81 1.096
84 H -4.41 -2.66 5.44  C81 1.096
85 H -3.58 -3.19 3.95  C81 1.092
86 H -4.11 -1.17 3.06  O82 0.975
87 C -4.50 1.62 0.44  O88 1.416, H89 1.092, H90 1.097, H91 1.094
88 O -4.83 0.93 1.63  C87 1.416, H92 0.961
89 H -5.37 2.01 -0.09  C87 1.092
90 H -3.72 2.37 0.62  C87 1.097
91 H -4.01 1.00 -0.31  C87 1.094
92 H -5.18 1.59 2.24  O88 0.961
93 C -5.73 -2.47 0.41  O94 1.409, H95 1.098, H96 1.095, H97 1.093
94 O -6.56 -2.81 -0.69  C93 1.409, H98 0.958
95 H -5.82 -3.21 1.21  C93 1.098
96 H -4.68 -2.52 0.10  C93 1.095
97 H -5.92 -1.47 0.79  C93 1.093
98 H -7.44 -2.45 -0.56  O94 0.958

LUMO energy: 0.5 eV
Energy above the lowest of the compared OMol25 structures with the same formula, charge and spin: 1.236 eV
SMILES: COC[C@H](C)N.COC[C@H](C)N.COC[C@H](C)N.COC[C@H](C)N.CO.CO.CO.CO.CO
Strongest force on any atom: 2.0 eV/Å
HOMO: -9.1013 eV

=====

Looking at Kohn-Sham gap for the records above, in order, we have 8.81; 9.55 eV.